Formula: C3H9O3
Source: the Open Molecules 2025 dataset
Level of theory: wB97M-V/def2-TZVPD

XYZ file:
```
15
C3H9O3, DFT wB97M-V/def2-TZVPD
C 0.538 -0.145 -0.685
O 1.252 -0.896 0.229
C -0.969 -0.160 -0.546
C -1.411 0.376 0.783
O -2.860 0.398 0.877
H 0.946 0.871 -0.786
H 0.740 -0.573 -1.699
H -1.352 -1.172 -0.694
H -1.428 0.466 -1.311
H -0.899 -0.134 1.606
H -1.071 1.407 0.922
H -3.091 -0.402 0.397
H 4.026 -0.063 0.052
H 2.267 -0.385 0.360
O 3.311 0.412 0.496
```

Its net charge is -1. The lowest unoccupied orbital energy comes out at 0.133 hartree.



Formula: C3H9O3P
Source: the Open Molecules 2025 dataset
Level of theory: wB97M-V/def2-TZVPD

XYZ file:
```
16
C3H9O3P, DFT wB97M-V/def2-TZVPD
O 1.052 0.698 -1.914
C 1.255 0.750 -0.568
C 0.119 0.859 0.481
O 0.667 0.522 1.713
C -1.119 -0.266 0.255
O -1.721 -0.067 -1.028
P -0.457 -2.007 0.420
H 0.547 1.497 -2.375
H 1.955 -0.061 -0.393
H 1.942 1.621 -0.365
H -0.352 1.800 0.574
H 1.161 -0.314 1.778
H -1.711 0.094 1.056
H -1.103 0.032 -1.708
H -0.636 -2.319 1.799
H -1.601 -2.841 0.274
```

As for the SMILES: OC[C@H](O)[C@@H](O)P. Its net charge is 0. The lowest unoccupied orbital energy comes out at 0.019 hartree.



Formula: C3H9O3PS
Source: the Open Molecules 2025 dataset
Level of theory: wB97M-V/def2-TZVPD

XYZ file:
```
17
C3H9O3PS, DFT wB97M-V/def2-TZVPD
C 1.287 0.748 -0.965
C 0.425 -0.510 -0.625
C 1.177 -1.787 -0.300
O -0.350 -0.316 0.582
P -1.723 0.608 0.658
O -1.083 1.861 1.525
O -2.560 -0.046 1.783
S -2.671 0.886 -1.087
H 1.716 1.279 -0.002
H 2.131 0.501 -1.583
H 0.594 1.435 -1.397
H -0.196 -0.732 -1.424
H 1.693 -1.530 0.653
H 1.876 -2.058 -1.007
H 0.275 -2.477 -0.107
H -0.742 2.462 0.900
H -1.850 -0.324 2.396
```

As for the SMILES: CC(C)OP(O)(O)=S. Its net charge is 0. The lowest unoccupied orbital energy comes out at 0.019 hartree.



Formula: C3H9OP
Source: the Open Molecules 2025 dataset
Level of theory: wB97M-V/def2-TZVPD

XYZ file:
```
14
C3H9OP, DFT wB97M-V/def2-TZVPD
C -0.585 -1.056 -1.389
C 0.366 -0.458 -0.732
C 0.931 -1.120 0.490
O 0.958 0.759 -0.910
H -0.894 -2.083 -1.085
H -1.129 -0.595 -2.236
H 0.456 -0.473 1.286
H 1.965 -1.215 0.756
H 0.452 -2.141 0.598
H 0.945 1.078 -1.881
P -1.253 1.945 1.632
H -1.410 0.744 0.909
H 0.067 1.942 1.975
H -0.869 2.673 0.586
```

As for the SMILES: C=C(C)O.P. Its net charge is 0. The lowest unoccupied orbital energy comes out at 0.027 hartree.



Formula: C3H9OS
Source: the Open Molecules 2025 dataset
Level of theory: wB97M-V/def2-TZVPD

XYZ file:
```
14
C3H9OS, DFT wB97M-V/def2-TZVPD
C 1.202 -0.263 3.098
S 1.026 0.121 1.315
H 0.834 -1.274 3.286
H 0.624 0.432 3.712
H 2.242 -0.188 3.406
C -0.272 0.182 -2.243
O 0.844 -0.524 -1.788
C -1.453 0.240 -1.278
H -0.601 -0.294 -3.155
H -0.051 1.218 -2.527
H 0.865 -0.470 -0.808
H -1.405 -0.513 -0.498
H -2.394 0.163 -1.814
H -1.460 1.170 -0.708
```

Its net charge is -1. The lowest unoccupied orbital energy comes out at 0.152 hartree.



Formula: C3H9OS
Source: the Open Molecules 2025 dataset
Level of theory: wB97M-V/def2-TZVPD

XYZ file:
```
14
C3H9OS, DFT wB97M-V/def2-TZVPD
C 0.753 0.829 0.986
C 0.578 0.696 -0.532
C -0.860 0.868 -0.986
S -1.860 -0.663 -0.693
H 1.817 0.981 1.189
H 0.363 1.814 1.263
H 0.199 0.068 1.516
H 0.947 -0.233 -0.970
H 1.179 1.504 -0.982
H -1.288 1.758 -0.511
H -0.840 1.087 -2.062
H 0.101 -2.764 1.244
H -0.817 -2.649 0.036
O -0.272 -3.296 0.504
```

Its net charge is -1. The lowest unoccupied orbital energy comes out at 0.153 hartree.



Formula: C3H9S
Source: the Open Molecules 2025 dataset
Level of theory: wB97M-V/def2-TZVPD

XYZ file:
```
13
C3H9S, DFT wB97M-V/def2-TZVPD
S -1.061 -2.604 -0.545
H -2.091 -3.568 -0.266
C 1.374 0.234 0.500
C -0.089 0.478 0.612
C -0.627 0.900 -0.798
H 1.687 -0.538 -0.247
H 1.978 0.035 1.437
H 1.928 1.115 0.085
H -0.271 1.344 1.392
H -0.496 -0.472 1.146
H -0.445 1.953 -0.869
H -0.174 0.293 -1.587
H -1.711 0.829 -0.860
```

Its spin multiplicity is 2. Its net charge is -2. The lowest unoccupied orbital energy (alpha / beta) comes out at 0.254 / 0.246 hartree.



Formula: C3H9S2
Source: the Open Molecules 2025 dataset
Level of theory: wB97M-V/def2-TZVPD

XYZ file:
```
14
C3H9S2, DFT wB97M-V/def2-TZVPD
C 1.256 -1.256 -1.430
C 0.576 -0.434 -0.337
S 0.289 1.256 -0.920
C -0.803 1.929 0.348
H 1.099 -2.282 -1.179
H 2.350 -1.061 -1.514
H 0.769 -1.129 -2.436
H 1.102 -0.394 0.574
H -0.439 -0.861 -0.164
H -1.469 1.145 0.704
H -0.257 2.290 1.236
H -1.365 2.769 -0.080
S -1.543 -0.939 1.930
H -1.564 -1.031 3.267
```

Its net charge is -1. The lowest unoccupied orbital energy comes out at 0.128 hartree.



| no. | energy (hartree) |
| --- | --- |
| 1 | -345.4193 |
| 2 | -686.6856 |
| 3 | -1085.0434 |
| 4 | -536.2113 |
| 5 | -593.1389 |
| 6 | -593.1608 |
| 7 | -517.7253 |
| 8 | -916.0945 |